(1)
Molecular formula: C9H11OP
Method: DFT, ωB97M-V with the def2-TZVPD basis set

Each line ends with the Löwdin charge.
Element x y z (Å)
C1 3.63 0.56 0.42  -0.1343
C2 2.64 -0.53 0.17  -0.2372
C3 1.49 0.14 -0.64  -0.5500
O1 1.31 1.33 -0.76  0.0265
P1 0.32 -1.11 -1.41  1.0207
C4 -1.04 -0.43 -0.55  -0.5034
C5 -1.71 -1.10 0.44  -0.1035
C6 -2.92 -0.67 0.99  -0.0681
C7 -3.52 0.45 0.41  -0.1035
C8 -2.84 1.17 -0.57  -0.0844
C9 -1.55 0.81 -1.05  -0.0582
H1 3.25 1.18 1.19  0.0626
H2 4.54 0.27 1.02  0.0913
H3 3.98 1.12 -0.44  0.0801
H4 2.89 -1.47 -0.32  0.0934
H5 2.35 -0.87 1.18  0.1294
H6 0.69 -2.00 -0.54  -0.1012
H7 -1.19 -1.97 0.68  0.0672
H8 -3.46 -1.22 1.71  0.0849
H9 -4.54 0.96 0.63  0.1343
H10 -3.34 2.05 -0.80  0.0758
H11 -0.99 1.32 -1.78  0.0776

Computed properties:
F_max = 3.57 eV/Å
E_HOMO = -8.494 eV
SMILES = CCC(=O)Pc1ccccc1
orbital gap = 9.288 eV
relative energy (zero: lowest compared OMol25 entry of this formula, charge and spin) = 1.130 eV
net charge = 0
calculated total energy = -20845.6769 eV

---

(2)
Molecular formula: C9H11P
Method: DFT, ωB97M-V with the def2-TZVPD basis set

Each line ends with the Löwdin charge.
Element x y z (Å)
C1 -2.96 0.57 1.90  -0.0504
C2 -1.90 0.31 0.87  -0.3145
C3 -1.30 -0.87 0.71  -0.0413
C4 -0.17 -0.73 -0.26  -0.2499
C5 0.61 -1.55 -1.02  -0.0898
C6 1.60 -0.90 -1.96  -0.3908
P1 1.45 1.03 -1.92  0.9577
C7 2.76 1.58 -0.71  -0.3469
C8 -0.20 0.73 -0.54  -0.2136
C9 -1.17 1.33 0.12  -0.0659
H1 -3.45 1.57 1.86  0.0822
H2 -2.36 0.36 2.79  0.0832
H3 -3.72 -0.28 1.79  0.0990
H4 -1.32 -1.74 1.38  0.1143
H5 0.58 -2.66 -0.94  0.1168
H6 2.59 -1.32 -1.49  0.1102
H7 1.56 -1.05 -3.04  0.0455
H8 3.06 0.78 -0.13  -0.0128
H9 2.17 2.35 -0.11  0.0439
H10 3.62 2.01 -1.29  0.0369
H11 -1.47 2.33 0.10  0.0863

Computed properties:
F_max = 5.25 eV/Å
E_HOMO = -8.045 eV
SMILES = CC1=CC2=CCP(C)C2=C1
orbital gap = 8.316 eV
relative energy (zero: lowest compared OMol25 entry of this formula, charge and spin) = 1.129 eV
net charge = 0
calculated total energy = -18797.0475 eV

---

(3)
Molecular formula: C9H12ClN3
Method: DFT, ωB97M-V with the def2-TZVPD basis set

Each line ends with the Löwdin charge.
Element x y z (Å)
Cl1 -2.30 -2.32 0.43  0.7052
C1 -2.08 -0.66 0.00  -0.6190
C2 -3.24 -0.04 -0.43  -0.1164
C3 -3.16 1.34 -0.47  -0.1213
C4 -2.06 1.91 0.06  -0.2480
N1 -1.07 1.31 0.55  0.1415
C5 -0.93 -0.03 0.36  -0.3548
N2 0.27 -0.52 0.62  -0.0700
C6 1.32 0.19 1.32  -0.1948
C7 2.11 0.99 0.37  -0.2248
N3 2.50 0.10 -0.81  -0.0906
C8 2.31 -1.30 -0.67  -0.2665
C9 0.87 -1.59 -0.22  -0.1636
H1 -4.17 -0.55 -0.88  0.1408
H2 -3.93 2.08 -1.09  0.1610
H3 -2.05 3.09 0.08  0.1424
H4 0.89 0.81 2.22  0.1598
H5 2.11 -0.48 1.63  0.1074
H6 1.54 1.92 -0.09  0.1300
H7 3.07 1.52 0.87  0.1406
H8 1.71 0.23 -1.60  0.1613
H9 2.58 -1.61 -1.69  0.1262
H10 2.96 -1.75 0.11  0.1197
H11 -0.12 -1.96 -0.84  0.1251
H12 0.85 -2.66 0.19  0.1088

Computed properties:
F_max = 5.75 eV/Å
E_HOMO = -8.030 eV
SMILES = Clc1cccnc1N1CCNCC1
orbital gap = 8.840 eV
relative energy (zero: lowest compared OMol25 entry of this formula, charge and spin) = 3.605 eV
net charge = 0
calculated total energy = -26516.6857 eV

---

(4)
Molecular formula: C9H12CoN3O8P2Se
Method: DFT, ωB97M-V with the def2-TZVPD basis set

Each line ends with the Löwdin charge.
Element x y z (Å)
Co1 0.27 0.05 0.38  0.4166
O1 -2.05 2.01 -1.83  -0.1402
P1 -1.34 0.63 -2.29  0.2065
O2 -1.49 0.48 -3.75  -0.3038
O3 0.03 0.55 -1.66  -0.3417
O4 -2.27 -0.50 -1.54  -0.2645
P2 -2.70 -0.58 0.01  0.2008
O5 -3.91 0.51 0.13  -0.1471
O6 -3.22 -1.93 0.33  -0.2988
O7 -1.60 0.08 0.83  -0.3515
H1 -2.11 2.08 -0.87  0.0265
H2 -4.74 0.03 0.05  0.0623
N1 3.54 -1.11 -1.56  0.1836
C1 2.41 -1.02 -0.84  -0.4952
O8 2.25 -0.06 -0.06  -0.1166
C2 1.36 -2.08 -0.95  -0.1968
C3 0.41 -1.93 0.23  -0.1899
H3 4.13 -0.29 -1.61  0.1092
H4 3.58 -1.77 -2.32  0.1073
H5 1.86 -3.06 -1.08  0.1066
H6 0.82 -1.86 -1.88  0.1199
H7 0.88 -2.32 1.14  0.0510
H8 -0.53 -2.46 0.06  0.0415
Se1 2.01 2.75 -0.10  1.2136
N2 0.61 2.05 0.75  -0.2398
C4 -0.24 3.05 0.95  -0.3412
C5 -1.50 2.93 1.63  -0.0204
C6 -2.27 4.03 1.74  -0.0655
C7 -1.87 5.31 1.23  -0.0827
C8 -0.69 5.48 0.60  -0.0333
C9 0.17 4.34 0.44  -0.3903
N3 1.34 4.37 -0.17  -0.2364
H9 -1.82 1.96 1.98  0.1010
H10 -3.24 3.93 2.23  0.1042
H11 -2.53 6.16 1.34  0.0970
H12 -0.37 6.44 0.21  0.1081

Computed properties:
F_max = 1.14 eV/Å
E_HOMO (alpha / beta) = -4.886 / -4.798 eV
orbital gap (alpha / beta) = 6.492 / 6.412 eV
relative energy (zero: lowest compared OMol25 entry of this formula, charge and spin) = 0.165 eV
multiplicity = 2
net charge = -1
calculated total energy = -151938.8577 eV

---

(5)
Molecular formula: C9H12F3N2O4S
Method: DFT, ωB97M-V with the def2-TZVPD basis set

Each line ends with the Löwdin charge.
Element x y z (Å)
F1 3.93 -2.72 1.14  0.0047
C1 2.54 -2.56 0.60  -0.2062
F2 1.70 -3.68 1.10  0.0096
F3 2.62 -2.54 -0.90  -0.0041
C2 1.97 -1.06 1.05  -0.0619
C3 0.84 -1.16 2.23  -0.1454
C4 -0.66 -1.58 1.72  -0.0439
C5 -1.54 -2.77 2.40  0.0960
C6 -2.96 -2.85 1.67  0.0458
N1 -3.37 -1.98 0.57  -0.0412
N2 -2.70 -1.00 -0.08  0.0959
C7 -1.38 -0.84 0.51  0.0356
H1 1.52 -0.45 0.14  0.1135
H2 2.87 -0.39 1.46  0.1593
H3 1.19 -1.87 3.12  0.1480
H4 0.77 -0.08 2.72  0.1516
H5 -1.21 -3.43 3.30  0.1349
H6 -3.72 -3.67 2.05  0.1557
H7 -4.36 -2.12 0.20  0.1920
H8 -0.72 0.01 -0.01  0.0965
C8 1.22 3.66 -2.77  -0.1631
C9 -0.21 3.56 -3.29  -0.1640
O1 -0.87 2.68 -2.39  -0.1879
S1 -0.22 2.84 -0.90  0.7011
O2 -1.06 3.74 -0.14  -0.2109
O3 0.17 1.54 -0.43  -0.2917
O4 1.12 3.66 -1.35  -0.1814
H9 1.80 2.78 -3.07  0.1356
H10 1.72 4.57 -3.12  0.1441
H11 -0.27 3.19 -4.31  0.1428
H12 -0.72 4.54 -3.23  0.1388

Computed properties:
F_max = 6.50 eV/Å
E_HOMO = -14.070 eV
orbital gap = 8.903 eV
net charge = +1
calculated total energy = -39671.1230 eV

---

(6)
Molecular formula: C9H12N2
Method: DFT, ωB97M-V with the def2-TZVPD basis set

Each line ends with the Löwdin charge.
Element x y z (Å)
C1 3.27 0.63 -0.15  -0.0891
C2 2.39 0.94 -1.13  -0.1470
C3 2.72 -0.29 0.79  -0.0864
C4 1.11 0.54 -1.25  -0.0390
C5 1.45 -0.85 0.71  -0.0339
C6 0.60 -0.45 -0.38  -0.3291
C7 -3.16 0.30 -0.82  -0.0560
C8 -2.16 0.58 -0.02  -0.1604
C9 -1.72 1.21 1.27  -0.0991
N1 -0.93 -2.15 -0.10  0.0242
N2 -0.57 -1.00 -0.74  -0.0289
H1 4.12 1.15 -0.04  0.0631
H2 2.73 1.62 -1.88  0.1000
H3 3.47 -0.54 1.70  0.1381
H4 0.55 0.86 -2.12  0.1166
H5 1.10 -1.63 1.33  0.0734
H6 -3.12 -0.81 -1.25  0.0855
H7 -4.17 0.78 -0.92  0.0589
H8 -2.51 1.97 1.50  0.0897
H9 -0.66 1.62 1.30  0.0921
H10 -1.84 0.34 1.95  0.0836
H11 -1.60 -2.71 -0.60  0.0813
H12 -1.07 -2.10 0.87  0.0622

Computed properties:
F_max = 5.31 eV/Å
E_HOMO (alpha / beta) = -7.272 / -7.250 eV
orbital gap (alpha / beta) = 7.065 / 7.845 eV
relative energy (zero: lowest compared OMol25 entry of this formula, charge and spin) = 6.737 eV
net charge = 0
calculated total energy = -12501.9980 eV

---

(7)
Molecular formula: C9H12N2O
Method: DFT, ωB97M-V with the def2-TZVPD basis set

Each line ends with the Löwdin charge.
Element x y z (Å)
C1 -3.41 1.57 0.33  -0.0401
C2 -1.18 0.12 0.61  -0.2031
C3 -0.32 0.28 -0.61  -0.2064
C4 1.18 0.10 -0.34  -0.2754
C5 2.01 1.27 -0.43  -0.0643
C6 3.28 1.11 -0.08  -0.0980
C7 3.94 -0.19 0.30  -0.0670
C8 3.02 -1.20 0.31  -0.1470
C9 1.70 -1.05 0.01  -0.1348
H1 -3.07 2.05 1.27  0.0628
H2 -3.18 2.19 -0.43  -0.0156
H3 -4.76 1.43 0.02  0.1922
H4 -0.83 1.00 1.64  0.2125
H5 -0.73 -1.03 1.11  0.1836
H6 -0.48 1.10 -1.17  0.0366
H7 -0.73 -0.49 -1.70  0.2218
H8 1.61 2.25 -0.65  0.1095
H9 3.96 2.05 0.03  0.1242
H10 5.06 -0.15 0.33  0.1102
H11 3.37 -2.33 0.88  0.1806
H12 0.86 -1.88 -0.14  0.1628
N1 -2.61 0.25 0.25  -0.2160
N2 -3.34 -0.85 -0.18  -0.0657
O1 -2.60 -1.74 -0.29  -0.0631

Computed properties:
F_max = 7.15 eV/Å
E_HOMO = -9.221 eV
orbital gap = 9.954 eV
relative energy (zero: lowest compared OMol25 entry of this formula, charge and spin) = 8.906 eV
net charge = 0
calculated total energy = -14546.7731 eV

---

(8)
Molecular formula: C9H12N2O
Method: DFT, ωB97M-V with the def2-TZVPD basis set

Each line ends with the Löwdin charge.
Element x y z (Å)
C1 0.56 1.34 2.49  -0.0417
C2 0.14 1.45 1.06  -0.3320
C3 -1.19 1.93 0.72  -0.1192
N1 -2.08 1.54 -0.12  0.0922
C4 -2.04 0.31 -0.99  -0.2223
O1 -2.91 -0.66 -0.50  -0.0419
C5 -0.31 -0.25 -0.70  -0.0566
C6 0.47 0.24 0.25  -0.1843
C7 1.71 -0.53 0.18  -0.0270
C8 1.51 -1.52 -0.73  -0.0861
N2 0.26 -1.36 -1.31  -0.1743
C9 -0.24 -2.13 -2.34  -0.0828
H1 -0.02 0.61 3.07  0.0896
H2 0.36 2.32 2.96  0.0937
H3 1.57 0.95 2.55  0.0714
H4 0.78 2.12 0.59  0.1328
H5 -1.47 2.88 1.07  0.1037
H6 -2.22 0.50 -2.01  0.1088
H7 -3.10 -0.62 0.49  0.1369
H8 2.51 -0.42 0.81  0.0679
H9 2.13 -2.42 -1.05  0.1364
H10 0.60 -2.81 -2.71  0.1044
H11 -1.13 -2.81 -2.10  0.1001
H12 -0.62 -1.32 -3.13  0.1305

Computed properties:
F_max = 7.06 eV/Å
E_HOMO = -8.351 eV
SMILES = C[C@@H]1C=N[C@H](O)c2c1ccn2C
orbital gap = 9.214 eV
relative energy (zero: lowest compared OMol25 entry of this formula, charge and spin) = 3.381 eV
net charge = 0
calculated total energy = -14552.2980 eV

---

(9)
Molecular formula: C9H12N2O2
Method: DFT, ωB97M-V with the def2-TZVPD basis set

Each line ends with the Löwdin charge.
Element x y z (Å)
C1 1.84 -1.40 1.21  -0.3039
C2 0.82 -2.39 1.60  -0.0486
C3 -0.53 -2.02 1.29  -0.0694
C4 -0.87 -0.75 0.72  -0.1562
C5 -2.34 0.86 -0.45  -0.1797
C6 -1.07 1.50 -1.04  -0.3931
C7 -0.90 0.91 -2.45  -0.3251
C8 0.30 0.12 0.47  -0.1880
C9 1.58 -0.15 0.78  -0.0648
H1 3.14 -2.46 2.16  0.0162
H2 3.98 -0.84 1.99  0.1696
H3 0.56 -3.24 2.54  0.1904
H4 -1.55 -2.57 1.33  0.1419
H5 -3.06 1.00 -1.41  0.1449
H6 -2.71 1.59 0.45  0.1580
H7 -1.31 2.69 -1.08  0.1816
H8 -2.07 0.75 -2.90  0.1640
H9 -0.36 -0.21 -2.10  0.1870
H10 0.82 2.70 -2.83  0.3370
H11 0.28 2.19 0.43  0.1305
H12 2.46 0.66 0.67  0.1711
N1 3.01 -1.49 2.13  0.0127
N2 0.18 1.41 -0.25  0.0181
O1 -2.13 -0.43 0.13  -0.0797
O2 -0.07 1.57 -3.37  -0.2145

Computed properties:
F_max = 6.44 eV/Å
E_HOMO = -7.742 eV
orbital gap = 7.120 eV
relative energy (zero: lowest compared OMol25 entry of this formula, charge and spin) = 8.684 eV
net charge = 0
calculated total energy = -16593.6319 eV

---

(10)
Molecular formula: C9H12N2O2S
Method: DFT, ωB97M-V with the def2-TZVPD basis set

Each line ends with the Löwdin charge.
Element x y z (Å)
C1 -0.38 2.63 3.13  -0.1055
C2 0.49 1.54 2.98  -0.0741
C3 -1.53 2.73 2.41  -0.0827
C4 0.16 0.56 2.06  -0.0490
C5 -1.96 1.67 1.55  -0.0110
C6 -1.03 0.66 1.29  -0.3025
C7 1.69 -1.60 -3.83  -0.0914
C8 -1.32 -0.44 0.34  -0.2457
C9 0.85 -1.40 -1.25  -0.2545
N1 -0.27 -3.01 -3.38  -0.0036
N2 0.76 -2.33 -3.15  -0.1236
O1 -0.52 -3.68 -4.43  0.0267
O2 0.22 1.19 -1.36  -0.5226
S1 -0.40 -0.09 -1.33  0.8022
H1 -0.07 3.33 3.87  0.0935
H2 1.36 1.34 3.60  0.1031
H3 -2.06 3.63 2.60  0.0906
H4 0.80 -0.32 1.91  0.1167
H5 -2.90 1.83 0.98  0.1199
H6 1.49 -0.60 -4.19  0.1130
H7 2.52 -1.63 -3.22  0.0615
H8 1.78 -2.10 -4.81  0.1053
H9 -0.96 -1.40 0.61  0.0533
H10 -2.37 -0.44 0.02  0.0840
H11 1.95 -1.10 -1.07  0.0858
H12 0.28 -2.19 -0.78  0.0104

Computed properties:
F_max = 6.09 eV/Å
E_HOMO (alpha / beta) = -6.840 / -8.228 eV
orbital gap (alpha / beta) = 6.675 / 5.770 eV
relative energy (zero: lowest compared OMol25 entry of this formula, charge and spin) = 1.948 eV
multiplicity = 3
net charge = 0
calculated total energy = -27428.8632 eV

---

What did the first record say?
Molecular formula: C9H11OP
Method: DFT, ωB97M-V with the def2-TZVPD basis set

Each line ends with the Löwdin charge.
Element x y z (Å)
C1 3.63 0.56 0.42  -0.1343
C2 2.64 -0.53 0.17  -0.2372
C3 1.49 0.14 -0.64  -0.5500
O1 1.31 1.33 -0.76  0.0265
P1 0.32 -1.11 -1.41  1.0207
C4 -1.04 -0.43 -0.55  -0.5034
C5 -1.71 -1.10 0.44  -0.1035
C6 -2.92 -0.67 0.99  -0.0681
C7 -3.52 0.45 0.41  -0.1035
C8 -2.84 1.17 -0.57  -0.0844
C9 -1.55 0.81 -1.05  -0.0582
H1 3.25 1.18 1.19  0.0626
H2 4.54 0.27 1.02  0.0913
H3 3.98 1.12 -0.44  0.0801
H4 2.89 -1.47 -0.32  0.0934
H5 2.35 -0.87 1.18  0.1294
H6 0.69 -2.00 -0.54  -0.1012
H7 -1.19 -1.97 0.68  0.0672
H8 -3.46 -1.22 1.71  0.0849
H9 -4.54 0.96 0.63  0.1343
H10 -3.34 2.05 -0.80  0.0758
H11 -0.99 1.32 -1.78  0.0776

Computed properties:
F_max = 3.57 eV/Å
E_HOMO = -8.494 eV
SMILES = CCC(=O)Pc1ccccc1
orbital gap = 9.288 eV
relative energy (zero: lowest compared OMol25 entry of this formula, charge and spin) = 1.130 eV
net charge = 0
calculated total energy = -20845.6769 eV